(1)
{"formula": "C4H8O", "method": "ωB97M-V/def2-TZVPD", "symbols": ["C", "C", "C", "C", "O", "H", "H", "H", "H", "H", "H", "H", "H"], "coordinates": [[-1.5830, -0.2566, 0.2576], [-0.3639, 0.4887, -0.2017], [0.7580, 0.6773, 0.6329], [1.3387, -0.4495, -0.5781], [2.1827, -0.0147, -1.3745], [-2.2093, 0.4262, 0.8469], [-1.3030, -1.0894, 0.9129], [-2.1751, -0.6396, -0.5778], [0.2597, -0.7491, -1.0559], [-0.4479, 1.1217, -1.0832], [1.3991, 1.5396, 0.4870], [0.7257, 0.2692, 1.6423], [1.4182, -1.3238, 0.0916]], "forces_ev_per_angstrom": [[0.025, -0.071, -0.022], [-0.012, 0.134, 0.058], [0.002, 0.114, 0.080], [-0.144, -0.291, 0.083], [-0.020, 0.088, 0.013], [0.107, -0.092, -0.093], [-0.034, 0.143, -0.097], [0.083, 0.067, 0.127], [0.083, 0.003, -0.010], [0.007, -0.106, 0.132], [-0.101, -0.141, 0.012], [-0.013, 0.065, -0.213], [0.017, 0.087, -0.071]], "nbo_charge": [-0.6543, -0.0433, -0.4979, 0.1562, -0.6993, 0.2417, 0.2248, 0.2278, 0.1510, 0.2391, 0.2558, 0.2157, 0.1826], "energy_ha": -232.3139, "homo_lumo_gap_ev": 9.2, "relative_energy_kcal_mol": 82.6}

(2)
{"formula": "C14H44O14", "method": "ωB97M-V/def2-TZVPD", "symbols": ["C", "C", "O", "O", "H", "H", "H", "H", "H", "H", "C", "C", "O", "O", "H", "H", "H", "H", "H", "H", "C", "C", "O", "O", "H", "H", "H", "H", "H", "H", "C", "C", "O", "O", "H", "H", "H", "H", "H", "H", "C", "C", "O", "O", "H", "H", "H", "H", "H", "H", "C", "C", "O", "O", "H", "H", "H", "H", "H", "H", "C", "O", "H", "H", "H", "H", "C", "O", "H", "H", "H", "H"], "coordinates": [[-1.0556, 8.1809, -2.3115], [-0.8057, 7.9693, -3.8671], [0.5020, 8.0578, -4.3740], [-0.8716, 9.5521, -1.9825], [-0.3462, 7.4860, -1.8620], [-2.0345, 7.7893, -2.0350], [-1.3356, 8.8334, -4.2678], [-1.3625, 7.1106, -4.2423], [0.8637, 8.9415, -4.2743], [0.0698, 9.7398, -1.9949], [5.6154, 6.4781, -1.3137], [5.2652, 7.8882, -1.8741], [6.2361, 8.9399, -1.6130], [6.8543, 5.8385, -1.7776], [4.8283, 5.7513, -1.5145], [5.7237, 6.6579, -0.2440], [4.3307, 8.2339, -1.4323], [5.1174, 7.8396, -2.9529], [6.2123, 9.2612, -0.7087], [7.5855, 6.3646, -2.1097], [4.4606, 14.5572, -5.4760], [5.7262, 15.4151, -5.7279], [5.5221, 16.0997, -6.9796], [3.4311, 15.4536, -5.1143], [4.6088, 13.8377, -4.6708], [4.2928, 14.0384, -6.4197], [6.6479, 14.8334, -5.7449], [6.0075, 15.9874, -4.8440], [4.8219, 16.7365, -6.8192], [2.6428, 14.9570, -4.8829], [2.4145, 11.5810, -0.7049], [2.3101, 12.7722, -1.7494], [3.2807, 12.8542, -2.8020], [1.9030, 10.3321, -1.2429], [1.9157, 11.8976, 0.2111], [3.4995, 11.5314, -0.6130], [2.2034, 13.7370, -1.2534], [1.3185, 12.7201, -2.1989], [4.1957, 12.9386, -2.5241], [2.5629, 10.0617, -1.8856], [5.3729, 14.4704, 0.1553], [5.7265, 13.0243, 0.2831], [5.6970, 12.3584, -1.0012], [6.4673, 15.0710, -0.5239], [5.1686, 14.9406, 1.1172], [4.5924, 14.4031, -0.6026], [4.9528, 12.4717, 0.8161], [6.6249, 12.8899, 0.8855], [6.3717, 11.6830, -0.9004], [7.3029, 14.6603, -0.2900], [-0.0742, 15.6991, -3.4685], [0.5177, 16.8872, -2.6972], [-0.1909, 17.2067, -1.5510], [0.7191, 15.4083, -4.6205], [-1.0465, 16.0526, -3.8116], [-0.1432, 14.8714, -2.7625], [0.3793, 17.7091, -3.3996], [1.6022, 16.9239, -2.5937], [0.1120, 18.0967, -1.3570], [0.5913, 16.1035, -5.2700], [8.1357, 14.9628, -3.2558], [6.9495, 14.2083, -3.0562], [8.8304, 14.5948, -4.0109], [7.8541, 15.9991, -3.4422], [8.8097, 14.9960, -2.3998], [6.4193, 14.4641, -2.2978], [3.6023, 10.3502, -4.5755], [2.2070, 10.3060, -4.1376], [3.9354, 11.3854, -4.5020], [4.2166, 9.6136, -4.0575], [3.6434, 10.0070, -5.6092], [2.0148, 11.1878, -3.8104]], "forces_ev_per_angstrom": [[0.662, 1.761, 1.727], [0.819, 1.006, -3.122], [-2.441, -1.993, 1.390], [-1.242, -3.016, -0.601], [0.606, 0.251, 0.100], [-0.295, 0.686, -0.501], [-0.259, 0.403, 0.204], [0.760, -0.621, 0.456], [0.888, 1.497, -0.034], [1.222, 0.504, 0.540], [1.997, 1.114, -0.285], [0.498, -0.010, 0.266], [-0.034, -0.803, -0.797], [-1.574, -0.205, 0.165], [-0.024, 0.204, -0.004], [-0.096, -0.431, 0.273], [-0.350, -0.397, 0.101], [0.307, 0.156, -0.044], [-0.301, -0.496, 0.191], [-0.459, 0.814, 0.224], [1.471, 0.592, 0.287], [-0.468, -0.950, -0.079], [0.732, -0.041, 1.096], [0.066, 0.095, -0.288], [0.254, -0.112, -0.013], [-0.400, -0.119, -0.079], [-0.251, -0.580, -0.941], [-0.836, 1.017, -0.099], [-0.148, 0.103, -0.033], [-0.303, 0.090, 0.084], [0.706, 1.489, -2.134], [-0.505, -0.090, 0.543], [-1.359, -0.711, 0.009], [-0.091, 0.713, 0.611], [-0.084, -0.550, -0.094], [0.000, -0.557, 0.742], [0.584, 0.078, 0.535], [0.013, -0.358, -0.609], [0.215, -0.065, 0.685], [0.037, -0.188, -0.304], [1.289, -1.238, -1.215], [-1.530, -1.337, 0.935], [0.875, 0.617, 0.713], [-0.236, 1.120, -0.085], [-0.389, 0.056, -0.229], [-0.709, 0.994, 0.477], [-0.216, 0.380, 0.747], [0.498, -0.131, -0.469], [0.088, -0.227, -0.790], [0.059, -0.058, 0.247], [0.500, 1.192, 0.430], [0.260, 0.898, -2.235], [-0.167, -0.197, 0.856], [-0.161, -0.690, 0.697], [-0.337, -0.513, 0.336], [-0.061, -0.471, -0.590], [-0.051, 0.405, -0.398], [0.248, -0.979, 0.432], [-0.340, 0.105, 0.523], [0.006, 0.116, -0.024], [-0.244, 0.876, 1.004], [0.637, -1.187, -1.427], [-0.885, -0.387, -0.540], [0.297, 0.132, -0.361], [-0.227, -0.116, 0.663], [0.675, 0.634, 0.330], [-0.515, -0.352, -0.801], [0.311, -0.491, 0.028], [0.301, -0.408, 0.085], [-0.075, 0.412, 0.604], [-0.182, 0.313, -0.155], [-0.033, 0.252, 0.047]], "lowdin_spin": [0.1614, 0.1631, 0.3505, 0.2422, 0.0240, 0.0057, 0.0322, 0.0101, 0.0042, 0.0036, 0.0000, 0.0000, 0.0000, 0.0000, 0.0000, 0.0000, 0.0000, 0.0000, 0.0000, 0.0000, 0.0000, 0.0000, 0.0000, 0.0000, 0.0000, 0.0000, 0.0000, 0.0000, 0.0000, 0.0000, -0.0001, 0.0000, 0.0000, -0.0007, 0.0000, 0.0000, 0.0000, 0.0000, 0.0000, 0.0000, 0.0000, 0.0000, 0.0000, 0.0000, 0.0000, 0.0000, 0.0000, 0.0000, 0.0000, 0.0000, 0.0000, 0.0000, 0.0000, 0.0000, 0.0000, 0.0000, 0.0000, 0.0000, 0.0000, 0.0000, 0.0000, 0.0000, 0.0000, 0.0000, 0.0000, 0.0000, 0.0002, 0.0034, 0.0000, 0.0001, 0.0001, 0.0000], "s2": 0.76, "energy_ha": -1612.6202, "spin_multiplicity": 2, "total_charge": 1, "homo_lumo_gap_ev": [8.9, 2.5], "relative_energy_kcal_mol": 8.8}

(3)
{"formula": "C7H12", "method": "ωB97M-V/def2-TZVPD", "symbols": ["C", "C", "C", "C", "C", "C", "C", "H", "H", "H", "H", "H", "H", "H", "H", "H", "H", "H", "H"], "coordinates": [[-0.3383, 0.4257, 2.2955], [-0.4529, -0.2651, 1.1287], [-1.6358, -1.2056, 0.8719], [0.5253, -0.0980, 0.0852], [1.8102, 0.2519, 0.3837], [0.1225, -0.2596, -1.3703], [0.5018, 0.9779, -2.2234], [-0.6239, -0.1426, 3.1763], [-0.0431, 1.4636, 2.2905], [-2.5140, -0.5896, 0.7350], [-1.3412, -1.9634, 0.1613], [-1.7868, -1.7184, 1.8318], [2.2673, -0.1883, 1.2607], [2.2753, 1.0562, -0.1746], [-0.9707, -0.2936, -1.4140], [0.4363, -1.2242, -1.7671], [1.5152, 0.8382, -2.5992], [0.4073, 1.8539, -1.5870], [-0.1546, 1.0810, -3.0849]], "forces_ev_per_angstrom": [[0.047, -0.928, -0.569], [0.074, -1.070, -0.382], [1.656, -0.100, 2.134], [0.117, 0.697, -0.888], [-1.029, 0.236, 0.648], [-1.490, 1.393, 0.057], [0.357, -1.129, 0.047], [-0.884, 0.903, 0.281], [0.945, -0.262, 0.425], [-0.255, -0.288, -0.750], [-0.680, 0.004, -0.547], [-0.268, -0.099, -0.113], [-0.065, 0.888, 0.470], [0.816, -0.924, -0.665], [0.009, -0.145, 0.089], [0.415, 0.136, -0.102], [0.096, 0.497, 0.056], [0.171, 0.199, -0.184], [-0.033, -0.009, -0.006]], "nbo_charge": [-0.3986, -0.0125, -0.6593, -0.0268, -0.3865, -0.4352, -0.6044, 0.1955, 0.2132, 0.2300, 0.2163, 0.2199, 0.2071, 0.2015, 0.1980, 0.2141, 0.2069, 0.2090, 0.2117], "smiles": "C=C(C)C(=C)CC", "energy_ha": -273.8063, "homo_lumo_gap_ev": 8.4, "relative_energy_kcal_mol": 64.2}

(4)
{"formula": "C4H8N2OS", "method": "ωB97M-V/def2-TZVPD", "symbols": ["C", "N", "N", "C", "C", "C", "O", "S", "H", "H", "H", "H", "H", "H", "H", "H"], "coordinates": [[-2.8992, -1.0646, -0.4168], [-1.6353, -0.7259, -0.3950], [-1.1343, -0.2631, 0.6597], [-0.1623, 0.8289, 0.5468], [-0.7374, 2.1232, -0.0527], [1.1427, 0.3986, -0.0562], [1.8827, 1.2317, -0.6055], [1.9037, -1.2881, 0.0493], [-3.2080, -1.4047, -1.2777], [-3.8278, -0.6536, 0.3149], [-1.8167, 0.0723, 1.2018], [0.3171, 1.1277, 1.5305], [-1.3876, 2.5292, 0.9369], [-0.0297, 2.8770, -0.3583], [-1.2519, 1.6875, -0.9459], [1.0084, -2.2726, 0.6731]], "forces_ev_per_angstrom": [[1.037, 3.837, 4.701], [-3.787, -3.076, -4.478], [4.675, 2.077, 2.719], [2.132, 0.144, 0.628], [-1.893, -1.018, 2.128], [2.335, 1.066, -2.174], [-1.771, -2.318, 1.416], [-1.376, -0.613, 0.782], [-1.707, -2.048, -4.346], [2.987, -1.271, -1.249], [-3.300, 1.371, 3.599], [-1.220, -0.798, -0.269], [1.055, -0.726, -3.373], [0.331, -0.038, 0.156], [-0.452, 1.282, 0.719], [0.953, 2.129, -0.960]], "nbo_charge": [-0.1836, -0.2058, -0.3821, -0.1779, -0.6172, 0.4591, -0.5577, -0.0650, 0.1686, 0.1398, 0.3273, 0.2434, 0.2050, 0.2501, 0.2307, 0.1654], "smiles": "C=NN[C@H](C)C(=O)S", "energy_ha": -740.0077, "homo_lumo_gap_ev": 9.8, "relative_energy_kcal_mol": 96.9}

(5)
{"formula": "C10H17NS", "method": "ωB97M-V/def2-TZVPD", "symbols": ["C", "C", "C", "C", "C", "C", "C", "C", "C", "N", "C", "S", "H", "H", "H", "H", "H", "H", "H", "H", "H", "H", "H", "H", "H", "H", "H", "H", "H"], "coordinates": [[4.1736, 0.4374, 0.3575], [3.2779, -0.5166, 0.0384], [2.3328, -0.4478, -1.1286], [0.8559, -0.8576, -0.7650], [-0.0261, -0.0178, 0.1460], [0.4328, -0.2097, 1.5838], [0.0784, 1.4136, -0.2231], [-1.0145, 2.4275, 0.3050], [-2.2911, 1.8547, -0.3172], [-2.4012, 0.3857, -0.3401], [-1.4554, -0.5547, -0.0015], [-2.0221, -2.0882, 0.1221], [4.7865, 0.2744, 1.2424], [4.4113, 1.3122, -0.2670], [3.1658, -1.3052, 0.6654], [2.6289, -1.2131, -1.7815], [2.4502, 0.5389, -1.6155], [0.8264, -1.8925, -0.3824], [0.3928, -0.8007, -1.7449], [-0.2486, 0.3529, 2.2525], [0.4116, -1.3437, 1.7916], [1.4621, 0.2830, 1.6282], [0.2860, 1.5441, -1.3555], [1.1067, 1.5319, 0.2502], [-0.6876, 3.4514, -0.1963], [-1.0784, 2.5106, 1.3982], [-3.2373, 2.1484, 0.2760], [-2.3303, 2.1456, -1.3552], [-3.3702, -0.0019, -0.3498]], "forces_ev_per_angstrom": [[-0.137, -0.908, -0.263], [0.743, 3.771, -1.561], [-0.549, 0.840, 2.007], [0.722, 0.043, -1.020], [-1.076, -1.420, 0.175], [0.435, -0.501, 0.450], [2.391, 1.761, -0.305], [1.591, -0.142, -2.022], [-1.722, 0.245, 1.177], [0.418, -0.845, 0.900], [-1.493, 1.560, -0.701], [0.565, -0.812, 0.308], [-0.005, 0.226, -0.166], [-0.400, -0.420, 0.324], [-0.257, -2.440, 1.848], [0.439, -0.957, -1.365], [-0.356, -0.533, 0.076], [0.107, 0.341, -0.421], [-0.429, -0.546, -0.229], [0.413, -0.536, -0.019], [0.241, 1.920, 0.142], [-1.231, -1.125, 0.412], [-0.808, -0.078, 1.660], [-1.057, 1.262, -0.788], [-1.159, -1.926, 1.330], [0.229, -0.057, -0.385], [1.424, 0.182, -1.218], [-0.367, 0.592, -0.266], [1.324, 0.501, -0.080]], "nbo_charge": [-0.4163, -0.1578, -0.4442, -0.3716, -0.1843, -0.6079, -0.4106, -0.4189, -0.2209, -0.5959, 0.1703, -0.1766, 0.1976, 0.1942, 0.1876, 0.2230, 0.2069, 0.2319, 0.2111, 0.2099, 0.2383, 0.2236, 0.2134, 0.2287, 0.2303, 0.2198, 0.2046, 0.1993, 0.4145], "smiles": "C=CCC[C@@]1(C)CCCNC1=S", "energy_ha": -844.1134, "homo_lumo_gap_ev": 8.8, "relative_energy_kcal_mol": 0.0}

(6)
{"formula": "C9H10OS", "method": "ωB97M-V/def2-TZVPD", "symbols": ["C", "S", "O", "C", "C", "C", "C", "C", "C", "C", "C", "H", "H", "H", "H", "H", "H", "H", "H", "H", "H"], "coordinates": [[1.1405, -2.5670, -0.5828], [0.7324, -1.1037, -1.7347], [1.4858, -1.3439, -2.9703], [-1.2103, 0.0393, -1.7559], [-0.9614, 0.4245, -0.3942], [-2.0535, 0.8010, 0.4936], [-1.8084, 1.6050, 1.6580], [-0.4535, 1.7740, 2.0801], [0.5830, 1.2664, 1.3385], [0.2823, 0.6591, 0.0900], [1.4480, 0.2439, -0.7335], [0.3321, -2.4062, 0.0641], [1.0411, -3.4826, -1.2466], [2.0248, -2.6431, -0.0082], [-2.1184, -0.5597, -1.8656], [-3.0370, 0.9599, 0.1346], [-2.6392, 1.8121, 2.3519], [-0.3714, 2.3233, 3.0384], [1.5958, 1.4775, 1.6592], [1.8290, 0.8611, -1.5366], [2.1581, -0.1409, -0.0802]], "forces_ev_per_angstrom": [[-1.377, -0.379, -2.692], [0.801, -0.940, -0.057], [-0.376, 0.319, 0.110], [1.694, -0.709, -0.102], [-3.272, 0.857, 1.417], [1.662, 2.548, 0.838], [1.165, -2.506, -0.886], [-2.094, 0.521, 1.077], [-1.014, 0.277, -0.745], [2.700, 1.206, 1.555], [-1.913, -0.741, -1.446], [-1.342, -0.623, 1.283], [-0.177, 1.174, 0.923], [1.311, 0.671, 0.110], [0.256, -0.442, -0.076], [-1.066, -0.958, -0.534], [0.457, 0.381, -0.675], [0.613, -0.450, -0.703], [0.107, -0.332, -0.199], [0.061, 0.712, 0.156], [1.801, -0.585, 0.645]], "nbo_charge": [-0.7974, 1.4846, -0.9271, -0.3124, -0.1812, -0.2062, -0.1937, -0.2307, -0.1916, -0.0555, -0.6072, 0.2207, 0.2464, 0.2327, 0.1702, 0.2086, 0.2179, 0.2151, 0.2161, 0.2589, 0.2319], "smiles": "C[S@@]1(=O)=Cc2ccccc2C1", "energy_ha": -822.1782, "homo_lumo_gap_ev": 7.4, "relative_energy_kcal_mol": 91.7}